Record 1
DFT (ωB97M-V with the def2-TZVPD basis set) results for a single C17H30N2 molecule.

As for the LUMO energy: 0.749 eV. The orbital gap is 8.30 eV. For the calculated total energy, the calculation gives -21095.891 eV. The energy above the lowest of the compared OMol25 structures with the same formula, charge and spin comes out at 1.019 eV. Its HOMO energy is -7.6 eV.

The geometry in ORCA input format:
```
! RIJCOSX wB97M-V def2-TZVPD def2/J DEFGRID3
* xyz 0 1
C -1.081 2.132 -7.528
C -1.772 2.909 -6.413
C -1.562 2.254 -5.049
C -2.250 3.037 -3.933
C -2.159 2.361 -2.564
C -0.745 2.357 -1.987
C -0.658 1.696 -0.611
C -1.347 2.502 0.488
C -1.100 1.958 1.896
C -1.719 0.574 2.141
C -0.724 -0.583 2.032
C 0.199 -0.667 3.254
N 1.149 -1.744 3.126
C 2.327 -1.557 2.462
C 3.193 -2.559 2.232
C 2.918 -3.920 2.666
N 3.664 -4.946 2.504
C 1.648 -4.059 3.349
C 0.833 -3.009 3.542
H -1.246 2.613 -8.489
H -1.468 1.117 -7.581
H -0.009 2.080 -7.350
H -2.842 2.970 -6.623
H -1.382 3.929 -6.386
H -1.959 1.237 -5.074
H -0.490 2.188 -4.852
H -3.305 3.156 -4.192
H -1.813 4.036 -3.870
H -2.824 2.890 -1.878
H -2.518 1.331 -2.646
H -0.382 3.386 -1.917
H -0.084 1.818 -2.668
H 0.398 1.582 -0.349
H -1.098 0.699 -0.671
H -0.981 3.531 0.447
H -2.423 2.529 0.307
H -1.525 2.669 2.608
H -0.024 1.925 2.078
H -2.167 0.543 3.137
H -2.525 0.416 1.423
H -1.270 -1.525 1.948
H -0.114 -0.472 1.134
H -0.399 -0.829 4.155
H 0.747 0.271 3.376
H 2.523 -0.542 2.143
H 4.120 -2.359 1.713
H 4.534 -4.744 2.015
H 1.378 -5.040 3.699
H -0.116 -3.104 4.050
*
```



Record 2
DFT (ωB97M-V with the def2-TZVPD basis set) results for a 8-piece molecular cluster, CH18O8 overall.

As for the LUMO energy: -0.608 eV. The orbital gap is 7.27 eV. For the calculated total energy, the calculation gives -17705.552 eV. The energy above the lowest of the compared OMol25 structures with the same formula, charge and spin comes out at 3.530 eV. Its HOMO energy is -7.9 eV.

The geometry in ORCA input format:
```
! RIJCOSX wB97M-V def2-TZVPD def2/J DEFGRID3
* xyz 0 1
O -0.154 -0.425 -0.432
H 0.593 0.030 0.058
H -0.152 -0.557 -1.460
H -1.188 -0.206 -0.175
C 1.874 1.688 0.039
O 1.817 0.631 0.840
H 2.755 2.255 0.339
H 0.921 2.085 -0.111
H 2.043 1.305 -1.112
O -0.751 -3.090 -1.762
H -1.449 -3.007 -2.371
H 0.078 -2.930 -2.181
O 1.176 -1.579 2.468
H 1.087 -2.073 1.685
H 1.603 -0.879 1.943
O -2.111 1.372 0.181
H -3.036 1.395 0.335
H -2.012 2.284 -0.167
O 0.603 -0.077 -2.960
H -0.280 0.218 -3.437
H 1.309 0.575 -2.941
O 1.812 1.832 3.285
H 0.914 2.007 3.448
H 1.836 1.317 2.447
O -3.001 -1.444 0.349
H -3.571 -0.660 0.714
H -2.715 -2.055 0.977
*
```



Record 3
DFT (ωB97M-V with the def2-TZVPD basis set) results for a 13-piece molecular cluster, C5H36NO14 overall.

As for the LUMO energy: 2.491 eV. The orbital gap is 8.23 eV. For the calculated total energy, the calculation gives -35922.015 eV. The energy above the lowest of the compared OMol25 structures with the same formula, charge and spin comes out at 6.617 eV. Its HOMO energy is -5.7 eV.

The geometry in ORCA input format:
```
! RIJCOSX wB97M-V def2-TZVPD def2/J DEFGRID3
* xyz -1 1
C 0.797 0.463 -3.069
C 2.225 0.122 -2.667
O 2.362 0.723 -1.438
C -0.272 -0.118 -2.086
N 0.184 -1.181 -1.115
C -0.618 -1.191 0.076
C -1.910 -2.065 0.009
O -3.041 -1.322 0.153
H 0.780 0.245 -4.184
H 0.739 1.506 -2.994
H 3.108 0.406 -3.438
H 2.227 -0.970 -2.478
H 1.950 1.553 -1.378
H -0.807 0.643 -1.473
H -0.908 -0.663 -2.799
H 1.218 -1.338 -1.075
H -1.235 -0.255 0.443
H 0.007 -1.531 1.072
H -2.071 -2.558 -0.870
H -1.952 -2.920 0.895
H -3.411 -0.646 -1.507
H -3.428 0.225 -2.722
O -3.363 -0.764 -2.446
H -2.820 -0.387 0.357
H -2.271 -0.829 3.721
O -2.871 -0.998 3.080
H 1.046 -3.546 0.464
H 2.261 -3.081 1.385
O 2.006 -3.763 0.754
H -1.181 1.520 1.544
H -3.210 1.635 0.722
O -2.321 1.229 0.764
H -0.204 -2.929 -1.338
H 1.288 -3.375 -1.680
O 0.429 -3.650 -1.696
H 1.065 -0.220 4.277
H 0.065 0.372 3.300
O 0.265 -0.396 3.839
H 0.467 4.225 -1.892
H 1.680 3.578 -1.176
O 1.217 3.558 -2.074
H 0.155 2.759 0.225
H 1.368 1.870 0.217
O 1.207 2.811 0.161
H 1.767 -1.083 3.134
H 2.852 -0.464 2.072
O 2.692 -1.267 2.618
H -1.039 2.350 2.771
H -2.550 -0.506 2.328
O -0.467 1.736 2.241
H 3.764 1.178 0.575
H 2.970 1.598 1.984
O 3.853 1.558 1.578
H -2.201 2.530 0.039
H -2.552 2.794 -1.361
O -2.162 3.210 -0.650
*
```



Record 4
DFT (ωB97M-V with the def2-TZVPD basis set) results for an isolated ion of composition C3H9BNO2 and charge +1.

As for the LUMO energy: -3.662 eV. The orbital gap is 11.28 eV. For the calculated total energy, the calculation gives -9513.087 eV. The energy above the lowest of the compared OMol25 structures with the same formula, charge and spin comes out at 0.486 eV. Its HOMO energy is -14.9 eV.

The geometry in ORCA input format:
```
! RIJCOSX wB97M-V def2-TZVPD def2/J DEFGRID3
* xyz 1 1
N -1.255 1.025 -0.555
C -0.357 0.475 0.562
C -0.582 -1.026 0.612
C 0.633 -1.580 -0.286
O 1.500 -0.506 -0.535
B 1.325 0.603 0.110
O 1.987 1.641 0.405
H -1.368 2.091 -0.579
H -2.124 0.501 -0.441
H -1.049 0.875 -1.502
H -0.592 0.947 1.518
H -1.620 -1.146 0.281
H -0.582 -1.573 1.544
H 1.122 -2.419 0.115
H 0.157 -1.888 -1.223
H 2.804 1.981 -0.026
*
```



Record 5
DFT (ωB97M-V with the def2-TZVPD basis set) results for an isolated ion of composition C8H8ClN2O and charge +1.

As for the LUMO energy: -4.575 eV. The orbital gap is 9.45 eV. For the calculated total energy, the calculation gives -25968.295 eV. The energy above the lowest of the compared OMol25 structures with the same formula, charge and spin comes out at 0.000 eV. Its HOMO energy is -14.0 eV.

The geometry in ORCA input format:
```
! RIJCOSX wB97M-V def2-TZVPD def2/J DEFGRID3
* xyz 1 1
C -1.093 1.851 -3.340
C -0.744 1.459 -1.976
N -1.154 1.875 -0.816
C -0.728 0.917 0.132
C -0.784 0.746 1.535
C -0.068 -0.322 2.113
N 0.738 -1.152 1.409
C 1.427 -2.122 2.193
C 0.812 -1.030 0.079
Cl 1.949 -2.137 -0.601
C 0.122 0.028 -0.592
O 0.067 0.376 -1.893
H -0.279 2.494 -3.671
H -1.213 0.900 -3.912
H -2.066 2.331 -3.138
H -1.533 1.300 2.004
H -0.296 -0.681 3.105
H 2.493 -2.106 1.928
H 1.442 -1.603 3.257
H 0.908 -3.125 2.185
*
```



Record 6
DFT (ωB97M-V with the def2-TZVPD basis set) results for H12O6Rb as an isolated structure.

As for the LUMO energy: -3.317 eV. The orbital gap is 11.10 eV. For the calculated total energy, the calculation gives -13130.915 eV. The energy above the lowest of the compared OMol25 structures with the same formula, charge and spin comes out at 0.000 eV. Its HOMO energy is -14.4 eV.

The geometry in ORCA input format:
```
! RIJCOSX wB97M-V def2-TZVPD def2/J DEFGRID3
* xyz 1 1
Rb 0.304 1.182 -0.187
O 0.045 -1.639 0.918
H -0.128 -2.619 1.078
H 0.076 -1.632 -0.013
O -1.754 1.310 -2.177
H -2.570 1.623 -2.583
H -1.258 0.838 -2.839
O 0.721 0.355 2.461
H 0.050 0.438 3.141
H 0.607 -0.518 2.150
O -1.866 1.653 1.578
H -1.746 1.706 2.513
H -2.758 1.892 1.434
O 0.373 -1.281 -1.795
H -0.347 -1.706 -2.292
H 0.969 -1.967 -1.548
O 2.852 0.304 -0.350
H 3.799 0.320 -0.409
H 2.631 -0.260 -1.079
*
```



Record 7
DFT (ωB97M-V with the def2-TZVPD basis set) results for C15H22FN3O4S as an isolated structure.

As for the LUMO energy: -1.476 eV. The orbital gap is 6.49 eV. For the calculated total energy, the calculation gives -42107.508 eV. The energy above the lowest of the compared OMol25 structures with the same formula, charge and spin comes out at 17.028 eV. Its HOMO energy is -8.0 eV.

The geometry in ORCA input format:
```
! RIJCOSX wB97M-V def2-TZVPD def2/J DEFGRID3
* xyz 0 1
C 0.522 -3.903 -0.247
N 1.064 -2.575 -0.008
S 1.474 -1.472 -1.302
O 0.244 -0.810 -1.758
O 2.001 -2.550 -2.402
C 2.432 -0.538 -0.460
C 3.513 -1.127 0.263
C 4.521 -0.145 0.551
C 4.281 1.230 0.521
C 3.264 1.716 -0.008
C 2.231 1.116 -0.554
H 1.312 1.413 -1.167
H 3.126 2.651 -0.143
F 5.264 2.106 1.215
H 5.414 -0.570 1.029
H 3.649 -2.103 0.231
C 0.400 -2.143 1.248
H 0.767 -1.037 1.384
H 0.783 -2.476 1.991
C -1.198 -1.781 1.397
O -1.813 -2.064 2.220
N -1.855 -1.308 0.298
H -1.147 -1.044 -0.587
C -3.180 -0.933 0.237
C -3.351 0.611 0.381
N -2.389 1.519 0.157
C -2.281 1.412 -1.272
C -1.591 3.104 -1.610
O -0.476 3.043 -0.791
C -0.554 2.922 0.560
C -1.180 1.709 0.785
H -1.369 1.492 1.787
H -0.449 0.862 0.529
H 0.372 2.954 0.928
H -1.294 3.690 0.845
H -1.360 3.229 -2.605
H -2.275 3.765 -1.450
H -3.270 1.575 -1.489
H -1.668 0.840 -1.655
H -3.384 0.529 1.806
H -4.294 0.650 0.526
H -3.864 -1.604 0.889
H -3.517 -1.077 -0.954
H 0.733 -4.727 0.487
H -0.720 -3.904 -0.524
H 1.113 -4.245 -1.277
*
```